[1]
Density functional theory data (wB97M-V/def2-TZVPD) for a molecular structure, C18H28B2BeCl9F6KNNaO4 at a distorted geometry.

The orbital gap is 0.047 Eh. As for the molar mass: 848.2 g mol⁻¹. The value obtained for the electronic energy is -6625.2194 Eh. Its total charge is +2.

Last column: Mulliken charge in e.
Element x y z (Å)
C1 2.566 1.552 1.207  0.111
F1 -6.060 2.637 -0.226  -0.254
H1 -3.954 1.495 2.373  0.183
C2 0.404 1.303 0.109  -0.244
C3 -2.931 -7.016 -5.984  0.345
H2 2.945 0.853 0.347  0.242
H3 2.228 -1.204 -0.036  0.068
H4 2.247 -3.138 0.011  0.238
F2 5.947 3.912 2.242  -0.353
H5 7.251 3.078 0.157  0.429
H6 -0.666 3.396 -0.580  0.276
H7 -1.547 2.292 2.032  0.377
O1 -4.016 -4.420 2.914  -0.264
B1 -0.641 -1.145 1.058  -0.079
H8 -3.228 -0.012 3.242  0.159
H9 4.294 6.996 -0.604  0.390
C4 4.937 6.134 -0.441  -0.411
H10 -0.255 -1.649 2.958  0.242
Cl1 0.539 -4.448 -4.975  -0.038
K1 0.069 -3.196 4.227  1.085
Cl2 2.100 -4.288 -2.525  -0.090
C5 0.123 -2.178 -0.021  1.073
H11 -3.552 -0.139 1.386  0.182
C6 5.025 5.558 0.826  -0.243
F3 -6.245 1.730 1.960  -0.356
H12 3.398 2.395 1.344  0.064
H13 -0.244 -3.281 0.166  -0.288
H14 -0.022 -1.808 -1.123  -0.299
Be1 -4.431 2.210 -0.854  1.309
O2 1.234 2.139 0.991  -0.395
H15 -3.416 -4.036 2.225  0.341
C7 6.507 4.500 -1.293  -0.389
C8 2.494 0.770 2.679  -0.589
H16 4.452 5.952 1.659  0.433
H17 1.835 -2.120 1.631  0.117
F4 -5.181 3.827 1.631  -0.372
Cl3 0.644 -1.956 -3.477  -0.092
B2 -6.254 2.956 1.179  0.669
Cl4 -3.220 -7.542 -7.661  -0.076
H18 -1.031 0.743 2.986  0.253
H19 3.540 0.303 2.970  0.370
H20 1.689 -0.088 2.654  -0.065
F5 -7.531 3.630 1.350  -0.292
Na1 -3.531 -3.410 -0.024  0.672
C9 -1.775 0.420 -0.691  -0.476
Cl5 -4.376 -6.179 -5.366  -0.100
C10 -0.871 0.469 0.715  1.738
C11 -0.174 2.399 -0.968  -0.753
C12 5.677 5.602 -1.500  -0.456
O3 -1.048 -1.788 2.347  -1.171
Cl6 -1.431 -4.780 -0.201  -0.666
Cl7 -1.538 -5.906 -5.941  -0.093
C13 5.859 4.463 1.023  0.202
H21 -4.286 -3.739 3.580  0.450
N1 -1.334 1.594 -1.588  -0.271
Cl8 -2.588 -8.438 -4.967  -0.085
C14 1.724 -2.165 0.458  -0.426
C15 1.569 -3.396 -3.973  0.310
H22 0.505 2.626 -1.917  0.365
H23 7.078 4.084 -2.120  0.383
O4 -2.718 -0.447 -1.072  -0.566
H24 -0.916 1.125 -2.435  0.373
C16 -3.183 0.619 2.230  -0.616
H25 5.604 6.049 -2.489  0.388
C17 -1.626 1.103 2.043  -0.469
H26 -4.804 -4.859 2.503  0.320
Cl9 2.995 -2.890 -4.914  -0.073
H27 0.932 0.525 -0.588  0.146
F6 -6.531 -5.311 1.722  -0.806
H28 2.136 1.608 3.446  0.286
C18 6.603 3.930 -0.023  -0.373

Atomic forces in eV per Å
1.608 -0.539 1.974
3.561 -1.280 -3.063
1.584 -1.665 -0.434
0.080 1.566 -0.990
-0.159 -0.383 -0.174
-1.062 1.334 1.510
-0.763 -2.223 1.378
-1.110 2.255 1.203
-0.037 -0.189 0.316
-0.041 0.095 0.027
1.526 -2.092 -0.291
-0.202 -2.604 -0.007
1.702 1.434 0.767
1.421 -1.840 -1.516
-0.107 1.409 -2.240
0.128 -0.148 0.073
0.256 -0.378 -0.087
-1.917 0.999 -2.078
0.936 0.849 0.837
0.377 -1.332 0.833
-0.195 0.210 -0.362
0.053 1.136 1.657
0.781 1.703 1.572
-0.061 -0.053 0.095
0.525 1.694 -2.124
-2.188 -1.534 -0.470
0.608 2.406 -0.765
0.561 -1.040 2.149
-2.265 0.447 1.466
0.221 -2.842 -1.625
-0.202 -0.676 0.780
-0.268 0.201 0.220
0.030 0.707 -0.458
0.115 -0.020 -0.034
-0.047 -0.135 -2.267
-0.794 -1.791 -1.782
0.040 0.023 -0.274
-2.802 1.835 6.240
0.092 0.191 0.518
-0.957 0.769 -1.968
-2.210 1.085 -0.536
1.404 1.536 -0.037
3.008 -1.647 -1.193
-0.236 -0.275 -1.064
-2.187 -1.373 -0.910
0.344 -0.153 -0.129
-1.226 0.034 -0.016
-1.459 -0.349 -0.825
-0.058 0.008 0.038
2.227 1.508 -0.012
-1.138 -0.505 0.603
-0.933 -0.585 -0.301
-0.048 0.523 -1.123
-0.176 -0.590 -0.609
-0.292 -2.727 1.208
-0.076 0.443 -0.270
0.038 0.332 -1.246
0.415 -0.495 -0.469
-1.001 -0.347 2.573
-0.067 0.081 0.194
4.664 5.122 2.340
-1.298 0.650 0.421
-0.007 -0.742 0.793
0.043 -0.076 0.204
-0.219 1.131 -0.143
-3.314 -1.365 -1.363
-0.452 -0.071 0.350
-0.236 1.423 1.608
2.553 1.049 0.757
0.938 -2.026 -1.522
-0.027 -0.097 0.077

[2]
Density functional theory data (wB97M-V/def2-TZVPD) for a molecular structure, C18H28BN6OTc at a distorted geometry.

The orbital gap (alpha / beta) is 0.243 / 0.265 Eh. As for the molar mass: 453.3 g mol⁻¹. The spin multiplicity is 2. The value obtained for the electronic energy is -1211.1649 Eh. Its total charge is +1.

Last column: Mulliken charge in e.
Element x y z (Å)
H1 -1.379 -2.879 1.140  0.060
H2 -2.014 0.560 -3.574  0.326
H3 3.956 2.601 -0.921  0.536
H4 -0.092 -0.866 5.160  0.484
C1 3.171 0.519 -3.264  -1.396
O1 -0.088 1.227 0.017  -0.183
C2 -3.217 -0.099 -1.869  0.855
H5 3.856 1.395 -3.273  0.305
H6 -4.121 2.615 -0.934  0.510
H7 -0.090 3.006 1.990  -0.088
H8 -0.095 1.683 4.319  0.500
N1 -0.091 0.782 2.356  -0.441
C3 -0.088 -1.274 2.980  0.277
B1 -0.090 1.968 1.400  0.099
N2 1.139 1.834 0.508  0.134
C4 -0.092 -0.514 4.137  -1.098
C5 3.063 -0.076 -1.857  0.561
C6 -2.320 2.711 0.330  -0.630
H9 -2.251 -2.927 2.723  0.347
H10 -3.375 -1.042 -1.303  0.175
H11 -5.312 0.481 -1.666  0.407
N3 -0.088 -0.461 1.906  0.655
H12 -0.086 -3.194 3.934  0.315
H13 -2.583 -1.153 -3.672  0.418
H14 -4.458 1.259 -3.060  0.356
H15 2.083 -2.917 2.731  0.346
N4 -1.317 1.835 0.506  0.124
C7 -2.202 -0.366 -2.987  -1.076
H16 -2.404 3.673 0.819  0.480
C8 2.147 2.708 0.339  -0.651
H17 -4.948 -0.476 -3.144  0.400
C9 -0.085 -2.775 2.903  -0.028
N5 -1.511 0.757 -0.235  0.216
C10 2.490 0.934 -0.901  0.099
H18 2.378 -0.952 -1.902  0.099
Tc1 -0.088 -0.461 0.017  1.446
C11 -0.093 0.794 3.701  -0.392
H19 1.217 -2.872 1.145  0.055
C12 -1.342 -3.268 2.181  -1.096
H20 -1.239 -0.719 -2.559  0.143
C13 1.178 -3.262 2.186  -1.074
H21 3.560 -0.243 -3.973  0.408
H22 4.330 -1.018 -0.356  0.350
N6 1.333 0.757 -0.235  0.236
C14 -2.663 0.932 -0.912  -0.426
H23 2.231 3.669 0.832  0.471
C15 -3.206 2.165 -0.574  -0.592
C16 -4.564 0.322 -2.472  -1.699
H24 1.195 -4.372 2.152  0.412
H25 5.155 0.276 -1.312  0.304
C17 3.035 2.162 -0.561  -0.782
H26 -1.353 -4.378 2.147  0.412
H27 2.169 0.844 -3.618  0.346
C18 4.430 -0.564 -1.365  -1.435
H28 4.830 -1.337 -2.056  0.418

Atomic forces in eV per Å
-0.035 -0.188 0.406
-0.091 -0.557 0.317
-0.130 -0.155 0.085
0.000 0.035 -0.238
-0.175 0.133 -0.462
-0.090 3.725 -14.150
0.128 -0.330 0.038
-0.415 -0.521 -0.040
0.129 -0.205 0.063
-0.003 0.411 0.543
-0.001 0.082 -0.503
-0.005 2.128 1.835
0.004 -0.950 0.053
0.029 1.171 5.542
11.710 8.150 6.829
0.003 0.446 0.169
-0.262 -0.368 -0.064
-0.247 0.608 -0.563
0.464 -0.208 -0.462
0.146 0.450 -0.213
0.351 -0.036 -0.564
0.017 -1.171 2.554
0.000 0.455 -0.575
0.311 0.498 0.396
-0.109 -0.554 0.318
-0.461 -0.210 -0.463
-11.776 8.109 6.734
0.258 -0.169 -0.318
0.503 -0.263 0.125
0.382 0.594 -0.623
0.284 0.529 0.424
0.002 -0.134 -0.356
-13.117 -3.712 -1.311
0.706 -0.430 -1.076
0.243 0.458 0.118
-0.146 -14.923 -3.328
-0.005 -0.009 0.591
0.034 -0.190 0.402
-0.444 -0.320 0.220
-0.352 0.113 -0.313
0.441 -0.317 0.226
-0.209 0.506 0.425
0.199 0.273 -0.571
13.293 -3.601 -1.420
-1.078 -0.187 -1.007
-0.506 -0.259 0.125
0.027 -0.076 -0.430
-0.312 0.139 0.187
0.039 0.680 -0.096
-0.398 -0.527 -0.026
-0.030 0.077 -0.286
-0.041 0.678 -0.095
0.638 -0.104 0.087
0.303 -0.287 0.319
-0.210 0.511 0.421

[3]
Density functional theory data (wB97M-V/def2-TZVPD) for a molecular structure, C18H28Br12N4O6PS at a distorted geometry.

The orbital gap is 0.255 Eh. As for the molar mass: 1418.3 g mol⁻¹. The value obtained for the electronic energy is -33000.4809 Eh. Its total charge is +1.

Last column: Mulliken charge in e.
Element x y z (Å)
H1 -3.705 -5.376 -2.661  0.404
O1 -2.445 2.348 0.936  -0.337
O2 4.729 -2.834 -2.220  -0.281
C1 -4.865 -4.618 -0.890  -0.303
O3 -0.753 -0.145 -5.802  -0.453
Br1 0.735 8.851 6.698  0.005
Br2 -1.528 5.818 2.859  0.016
H2 1.915 8.664 9.660  0.020
H3 1.038 0.025 -2.343  0.277
C2 3.489 -6.797 -1.181  -0.331
C3 7.133 -2.384 -1.692  -1.049
Br3 1.899 6.350 10.552  -0.006
H4 -4.009 0.745 -0.731  0.286
N1 -4.101 -0.894 -2.579  -0.203
H5 -3.823 4.971 2.456  0.308
C4 -4.401 -2.229 -1.988  0.678
C5 0.487 -2.154 -2.020  -0.392
P1 -1.749 1.339 -0.191  0.567
H6 0.604 -2.535 -3.069  0.304
C6 -4.128 -4.487 -2.133  -0.364
Br4 -0.915 10.510 4.511  0.003
C7 3.501 -2.433 -1.543  0.303
C8 -5.183 -2.196 -0.769  -0.411
Br5 -3.158 3.484 4.329  -0.064
H7 -1.366 -2.095 -4.133  0.331
H8 1.496 -0.658 -0.705  -0.005
C9 -5.456 -3.511 -0.140  -0.580
Br6 1.705 -6.136 -1.552  -0.040
C10 -2.896 -0.380 -2.003  -0.144
H9 7.792 -3.176 -2.146  0.257
Br7 2.612 9.119 11.994  -0.006
C11 -1.049 -1.903 -1.701  -1.079
C12 2.593 8.141 10.327  -0.043
Br8 1.817 9.053 3.690  -0.001
H10 0.129 0.050 -6.174  0.321
H11 -6.039 -3.632 0.794  0.413
H12 -2.502 -0.740 -4.446  0.487
H13 3.545 -0.380 -2.320  0.319
N2 -3.055 0.508 -1.027  -0.113
H14 -2.132 2.100 1.836  0.266
O4 -0.734 0.341 0.631  -0.443
C13 1.391 -0.887 -1.800  -0.066
Br9 3.534 -8.728 -1.103  -0.032
H15 -4.991 -5.649 -0.475  0.345
N3 -1.615 -0.733 -2.442  0.957
H16 3.705 -2.078 -0.502  0.327
H17 -0.301 8.110 4.571  -0.103
C14 5.753 -3.010 -1.290  0.695
N4 -3.900 -3.263 -2.680  -0.332
H18 7.027 -1.558 -2.439  0.292
C15 -1.571 -1.013 -3.889  -0.857
H19 3.766 -6.431 -0.198  0.383
C16 2.844 -1.253 -2.338  -0.772
H20 -5.550 -1.248 -0.315  0.237
H21 7.631 -2.019 -0.762  0.342
H22 0.795 -2.988 -1.331  0.398
Br10 -4.275 6.485 4.364  -0.016
H23 2.747 -1.577 -3.409  0.277
H24 -4.873 -0.246 -2.403  0.450
O5 -0.521 -0.191 -4.435  -0.098
C17 0.255 9.005 4.831  0.124
C18 -3.274 5.164 3.372  -0.248
H25 -1.565 -2.876 -1.947  0.147
H26 2.868 -3.353 -1.478  -0.391
O6 5.629 -3.599 -0.252  -0.490
Br11 4.786 -6.097 -2.430  -0.003
S1 -0.864 2.485 -1.471  -0.305
H27 -1.144 -1.806 -0.582  0.544
H28 0.156 0.496 0.242  0.278
Br12 4.331 8.136 9.478  0.002

Atomic forces in eV per Å
-0.514 0.911 0.573
0.413 -2.974 -0.641
0.596 1.068 1.676
-0.398 0.122 0.497
-0.224 -0.016 -1.751
-0.046 0.022 -0.233
-0.171 -0.113 0.078
0.099 -0.067 0.110
0.041 -0.843 0.479
0.305 -0.058 0.084
-0.361 -0.314 -0.433
0.104 0.218 -0.020
0.499 -0.330 -0.026
1.385 0.646 0.991
0.103 0.003 0.127
-0.712 0.330 0.557
-0.769 0.741 0.329
2.460 3.770 -0.280
-0.084 0.421 0.892
-0.824 0.953 1.524
0.186 -0.200 0.054
-0.706 -0.005 -0.086
0.387 -2.766 -0.037
0.040 0.111 -0.099
-0.164 0.957 0.572
-0.216 -0.160 -0.761
2.015 0.962 -3.405
0.112 -0.073 -0.003
-0.904 -0.138 -0.619
-0.721 0.690 0.469
0.013 -0.166 -0.224
1.730 -1.698 1.326
0.006 0.047 -0.010
-0.216 0.003 0.170
-0.370 -0.163 0.406
0.544 0.037 -0.829
0.590 -0.108 0.819
-0.683 -0.661 0.069
0.333 -0.548 1.203
-0.401 0.261 -0.283
-1.804 0.646 -0.742
1.226 -0.851 -0.356
-0.072 0.300 -0.053
0.101 1.032 -0.487
-1.935 -1.271 -0.189
0.026 -0.452 -0.771
0.077 0.127 0.061
1.387 0.246 -0.627
-0.878 -0.328 1.633
0.009 -0.723 0.686
-0.042 -0.122 -1.932
-0.067 -0.003 -0.150
-0.138 -0.462 -0.190
0.373 -0.877 -0.527
-0.485 -0.335 -0.753
-0.296 0.799 -0.681
0.210 -0.240 -0.108
0.078 0.364 0.850
0.197 -0.295 -0.130
0.130 -0.228 2.329
-0.042 -0.009 -0.042
-0.095 0.213 -0.071
0.132 1.244 -0.064
0.324 0.907 -0.081
-0.544 0.346 -0.352
-0.317 -0.304 0.053
-0.316 -0.907 0.408
-0.073 0.420 -1.176
-0.411 -0.093 0.068
-0.232 -0.019 0.128

[4]
Density functional theory data (wB97M-V/def2-TZVPD) for a molecular structure, C18H28BrHgN3NbO3 at a distorted geometry.

The orbital gap (alpha / beta) is 0.169 / 0.093 Eh. As for the molar mass: 707.8 g mol⁻¹. The spin multiplicity is 2. The value obtained for the electronic energy is -3876.3591 Eh. Its total charge is +2.

Last column: Mulliken charge in e.
Element x y z (Å)
C1 2.628 -1.531 -1.365  1.638
C2 2.682 0.869 -1.934  -1.206
H1 3.983 -2.572 -0.051  0.389
H2 0.799 -3.503 5.258  0.437
H3 -1.682 2.524 -3.331  0.378
H4 3.291 1.442 -1.200  0.374
H5 -1.366 4.602 -2.018  0.417
N1 1.923 -0.240 -1.351  0.075
H6 -2.336 1.040 -2.566  0.040
C3 -0.942 -2.352 5.813  -0.561
H7 -1.636 4.621 -0.243  0.487
H8 -2.594 -0.997 6.116  0.437
H9 0.895 -2.583 -0.517  0.258
H10 1.064 -2.699 -2.310  0.077
C4 3.608 -1.750 -2.543  -1.902
H11 -2.578 2.537 0.885  0.341
H12 1.386 2.597 -0.283  0.293
C5 -1.836 -1.354 5.419  -0.476
N2 -0.615 2.126 -0.803  0.222
H13 3.946 -2.795 -2.466  0.442
Hg1 -1.635 -1.830 -3.459  0.710
N3 -0.996 -0.742 -1.669  -0.149
H14 0.259 3.945 -0.118  0.306
Br1 1.137 -3.249 2.315  0.104
C6 0.029 -2.809 4.913  -0.422
H15 2.031 1.574 -2.474  0.283
H16 -3.379 2.489 -2.741  0.462
H17 -3.911 2.641 -0.318  0.497
C7 -1.923 2.672 -1.167  1.309
H18 3.340 0.479 -2.727  0.381
H19 2.184 -3.621 -1.255  0.495
C8 -3.469 -1.814 -1.157  0.261
O1 0.503 -0.390 1.491  -0.700
H20 0.758 3.396 -1.756  0.430
C9 -0.719 -0.680 1.872  1.297
C10 0.493 3.062 -0.737  -1.173
C11 -1.972 4.201 -1.198  -1.898
C12 3.473 -1.600 -0.087  -1.425
C13 1.612 -2.683 -1.356  -1.348
H21 4.517 -1.125 -2.473  0.497
O2 -4.263 -2.429 -1.713  -0.238
H22 3.111 -1.639 -3.520  0.443
C14 -1.743 -0.788 4.144  -0.436
C15 -0.825 -1.290 3.216  0.423
H23 -2.381 0.045 3.860  0.478
Nb1 0.014 0.161 -0.519  0.388
H24 -3.025 4.469 -1.358  0.449
H25 4.233 -0.809 -0.058  0.389
H26 -0.980 -2.748 6.828  0.421
H27 -3.014 1.103 -0.074  0.141
H28 2.844 -1.487 0.804  0.238
C16 -2.924 2.197 -0.105  -1.370
C17 -2.352 2.142 -2.543  -1.169
C18 0.020 -2.368 3.586  0.289
O3 -1.666 -0.454 1.044  -0.524

Atomic forces in eV per Å
0.478 -0.348 0.179
0.147 0.210 -0.709
-0.041 0.236 0.072
-0.385 0.007 -0.251
-0.266 -0.114 0.228
-0.306 -0.426 -0.296
-0.156 0.079 0.206
-1.450 0.945 0.684
-0.074 0.466 0.062
1.120 -0.592 -0.442
-0.235 0.074 -0.253
0.206 -0.041 -0.162
0.270 -0.166 -0.396
0.104 -0.099 0.371
-0.158 -0.242 0.006
-0.245 -0.086 -0.265
-0.191 0.033 -0.170
-0.276 0.169 0.107
1.326 -2.256 0.510
-0.084 0.346 -0.104
0.764 0.786 1.025
-0.369 -0.559 -0.643
0.140 -0.385 -0.250
-1.015 0.616 1.342
-0.382 -0.321 1.495
-0.007 -0.102 0.443
0.392 -0.149 -0.078
0.332 -0.242 0.180
-0.813 -0.301 -0.222
-0.129 0.314 0.490
-0.460 0.263 0.028
-2.441 -1.513 -0.844
-1.269 -0.428 0.463
0.058 0.037 0.393
0.270 0.663 -2.269
0.319 0.252 0.221
0.049 -0.122 -0.010
0.130 -0.001 0.403
0.160 0.142 -0.078
-0.535 -0.248 -0.142
1.790 1.337 1.124
0.276 0.096 0.273
0.506 -0.166 -1.064
-1.380 0.641 0.324
0.065 -0.210 0.003
0.711 1.704 -2.522
0.415 0.136 0.011
-0.160 -0.188 -0.075
0.093 0.091 -0.333
-0.014 0.322 -0.121
0.114 -0.025 -0.120
-0.214 0.042 0.222
-0.101 -0.008 -0.245
0.972 -0.330 -0.793
1.944 -0.341 1.990